A molecular structure, C16H14N4O3PdS. Source: the Open Molecules 2025 dataset; level of theory: the ωB97M-V functional and the def2-TZVPD basis.

Positions of all 39 atoms, in Å:
Pd -0.1649 0.9491 0.3192
O -0.6488 1.7718 -1.4876
C -0.6770 1.3544 -2.6747
O 0.9326 -0.5905 -1.0381
C 0.7938 -0.6119 -2.2648
O 1.4413 -1.5009 -3.0152
N -0.0123 0.1998 -3.0708
C 1.0720 -1.3144 -4.4212
C 0.2049 -0.0961 -4.4893
H 0.5240 -2.2003 -4.7526
H 1.9925 -1.1943 -4.9971
H -0.7457 -0.2676 -4.9964
H 0.7115 0.7428 -4.9807
C -1.3617 2.1188 -3.6923
C -1.6313 3.4162 -3.4543
H -1.5922 1.6103 -4.6317
H -1.3358 3.8818 -2.5156
H -2.1167 4.0123 -4.2222
N 0.0023 -1.5995 3.5077
C 0.9077 -0.6835 4.0530
C 1.3929 -0.5189 5.3373
C 2.0970 0.6648 5.6204
C 2.3073 1.6416 4.6287
C 1.7913 1.4834 3.3357
C 1.0655 0.3218 3.0849
N 0.2083 0.0194 2.0232
C -0.3995 -1.1645 2.2782
C -1.3212 -1.6961 1.3223
C -2.0814 -2.8592 1.2920
S -3.0185 -2.9174 -0.1646
C -2.3487 -1.3907 -0.6694
N -1.5078 -0.8979 0.2146
H -0.2728 -2.4792 3.9366
H 1.2083 -1.2957 6.0818
H 2.4909 0.8357 6.6228
H 2.8735 2.5407 4.8691
H 1.9059 2.2008 2.5271
H -2.0537 -3.6096 2.0676
H -2.6333 -0.8776 -1.5837

Cartesian forces, eV/Å:
Pd -0.1 -1.5 -1.2
O -0.3 -0.1 -1.5
C 0.8 0.0 1.5
O -0.3 0.7 -1.2
C 0.7 -0.6 0.7
O -0.9 1.0 0.1
N -0.3 0.7 0.5
C 0.6 -1.1 -0.3
C -0.3 0.8 -0.2
H 0.3 0.0 0.2
H -0.1 -0.2 0.2
H 0.2 -0.2 0.0
H -0.1 -0.1 0.2
C -0.3 0.5 -0.4
C 0.1 -0.7 -0.4
H 0.0 0.5 0.3
H -0.1 -0.1 -0.3
H 0.1 0.0 0.2
N -0.3 -0.4 -0.7
C -0.5 0.6 -0.5
C 0.6 0.2 0.7
C -0.3 -0.7 -0.3
C -0.1 0.0 -0.8
C 0.1 -0.2 0.5
C -0.8 -0.3 0.2
N 0.2 -1.2 1.1
C 1.9 1.7 1.7
C -1.5 -1.4 -1.0
C 0.8 1.4 -0.4
S 0.8 0.8 0.4
C 0.1 -0.6 1.3
N -0.4 0.4 -0.5
H 0.1 0.4 -0.1
H 0.2 0.4 0.0
H -0.1 -0.1 -0.3
H -0.2 -0.3 0.0
H 0.1 0.2 0.4
H -0.3 -0.2 -0.3
H 0.0 -0.2 0.2

As for the multiplicity: 3. The net charge is +2. The energy relative to the best compared isomer or geometry (same formula, charge and spin) is 0.00 kcal/mol. The LUMO energy (spin up / spin down) is -6.798 / -8.960 eV. The value obtained for the energy is -43221.5859 eV.

Here are the Mulliken charges for atoms 1 to 2, given in e: 0.75 -0.68

3 unconnected molecules or ions with the total composition C17H28I3N3O2. Source: the Open Molecules 2025 dataset; level of theory: the ωB97M-V functional and the def2-TZVPD basis.

Positions of all 53 atoms, in Å:
C 0.1988 -4.3995 3.2999
C 0.5095 -3.3093 2.2651
I 2.6707 -3.1916 2.1783
C -0.1794 -1.9709 2.5761
I -2.2815 -2.5096 2.8241
C -0.0510 -0.7811 1.5866
C 1.2372 0.0374 1.7475
C 1.5017 0.6932 3.1228
N 0.3492 0.6969 4.0454
C -1.2520 0.1992 1.5367
C -2.0280 -0.2111 0.3038
I -2.7636 1.3874 -0.8786
C -1.0630 -1.0427 -0.5088
O -1.1663 -1.4188 -1.6316
O 0.0073 -1.3573 0.2486
H -0.6569 -4.9913 2.9743
H 1.0396 -5.0748 3.4390
H -0.0369 -3.9597 4.2711
H 0.2159 -3.6266 1.2666
H 0.0931 -1.6288 3.5718
H 1.1709 0.8199 0.9851
H 2.0869 -0.5732 1.4657
H 1.7991 1.7221 2.9202
H 2.3511 0.1911 3.5910
H 0.5943 0.2727 4.9309
H 0.0595 1.6434 4.2555
H -0.8558 1.2064 1.4067
H -1.8365 0.2101 2.4513
H -2.8932 -0.8354 0.5192
C -4.4071 -1.1842 -3.5433
C -3.9748 -0.7058 -4.9225
C -3.1391 0.5806 -4.8760
C -3.8774 1.7080 -4.3025
N -4.4682 2.5739 -3.8321
H -5.0443 -0.4462 -3.0534
H -4.9686 -2.1159 -3.6195
H -3.5421 -1.3606 -2.9014
H -4.8472 -0.5395 -5.5579
H -3.3694 -1.4731 -5.4081
H -2.8129 0.8688 -5.8766
H -2.2448 0.4268 -4.2667
C 4.9781 1.7841 -0.7993
C 3.7667 2.4593 -1.4272
C 3.4562 3.8253 -0.8023
C 3.1602 3.7176 0.6265
N 2.9290 3.6330 1.7477
H 4.8139 1.5879 0.2615
H 5.1849 0.8321 -1.2871
H 5.8685 2.4092 -0.8914
H 2.8881 1.8180 -1.3311
H 3.9313 2.6111 -2.4950
H 2.5948 4.2869 -1.2874
H 4.3031 4.5046 -0.9190

Cartesian forces, eV/Å:
C 0.0 -0.1 0.0
C -0.3 0.1 -0.1
I 0.1 0.2 -0.1
C 0.1 0.0 0.1
I -0.2 -0.1 0.1
C 0.1 -0.2 -0.1
C 0.0 0.0 -0.1
C -0.1 0.1 -0.1
N 0.0 0.0 0.0
C 0.1 0.2 0.1
C -0.1 0.0 -0.1
I -0.1 0.1 0.0
C 0.2 0.0 0.4
O -0.1 -0.2 -0.6
O 0.0 0.1 0.3
H 0.0 0.1 0.1
H 0.0 0.0 -0.1
H 0.0 0.0 0.0
H 0.2 0.0 0.0
H -0.1 0.0 -0.1
H 0.0 -0.1 0.0
H 0.1 -0.1 0.0
H 0.2 -0.1 0.1
H -0.1 0.0 0.0
H 0.0 0.1 0.0
H 0.0 -0.1 0.0
H 0.0 0.0 0.0
H 0.0 -0.1 -0.1
H 0.0 0.1 0.0
C 0.0 0.0 0.0
C 0.0 0.0 0.0
C 0.0 0.0 0.0
C 0.0 0.0 0.0
N 0.0 0.0 0.0
H 0.0 0.0 0.0
H 0.0 0.0 0.0
H 0.0 0.0 0.0
H 0.0 0.0 0.0
H 0.0 0.0 0.0
H 0.0 0.0 0.0
H 0.0 0.0 0.0
C 0.0 0.0 0.0
C 0.0 0.0 0.0
C 0.0 -0.1 0.0
C 0.0 0.1 0.0
N 0.0 -0.1 0.0
H 0.0 0.0 0.0
H 0.0 0.0 0.0
H 0.0 0.0 0.0
H 0.0 0.0 0.0
H 0.0 0.0 0.0
H 0.0 0.0 0.0
H 0.0 0.0 0.0

As for the SMILES: C[C@H](I)[C@H](I)[C@]1(CCN)C[C@@H](I)C(=O)O1.CCCC#N.CCCC#N. The LUMO energy is -0.050 eV. The value obtained for the energy is -50950.5680 eV.

Here are the Mulliken charges for atoms 1 to 2, given in e: -1.27 -0.15